# 1
{"formula": "C35H62Br24NO3PS2", "method": "ωB97M-V with the def2-TZVPD basis set", "species": ["C", "C", "S", "C", "C", "C", "P", "S", "C", "O", "C", "N", "C", "C", "C", "O", "C", "O", "H", "H", "H", "H", "H", "H", "H", "H", "H", "H", "H", "H", "H", "H", "Br", "C", "C", "Br", "H", "H", "H", "H", "Br", "C", "C", "Br", "H", "H", "H", "H", "Br", "C", "C", "Br", "H", "H", "H", "H", "Br", "C", "C", "Br", "H", "H", "H", "H", "Br", "C", "C", "Br", "H", "H", "H", "H", "Br", "C", "C", "Br", "H", "H", "H", "H", "Br", "C", "C", "Br", "H", "H", "H", "H", "Br", "C", "C", "Br", "H", "H", "H", "H", "Br", "C", "C", "Br", "H", "H", "H", "H", "Br", "C", "C", "Br", "H", "H", "H", "H", "Br", "C", "C", "Br", "H", "H", "H", "H", "Br", "C", "C", "Br", "H", "H", "H", "H"], "positions_angstrom": [[-1.734, 0.402, -1.864], [-1.044, 0.271, -3.220], [-2.184, 0.602, -4.611], [-1.727, 2.303, -5.087], [-2.605, 3.222, -4.311], [-2.244, 4.137, -3.408], [-0.493, 4.382, -2.941], [0.112, 6.195, -3.353], [-3.374, 4.934, -2.800], [-3.226, 6.073, -2.436], [-4.707, 4.278, -2.679], [-5.518, 4.722, -1.604], [-5.057, 3.343, -3.568], [-6.385, 2.644, -3.435], [-6.945, 2.011, -4.708], [-7.092, 2.577, -5.757], [-4.075, 3.062, -4.644], [-4.357, 2.698, -5.759], [-1.097, -0.095, -1.131], [-1.833, 1.443, -1.564], [-2.695, -0.104, -1.852], [-0.663, -0.732, -3.371], [-0.238, 0.995, -3.295], [-0.670, 2.507, -4.997], [-1.996, 2.418, -6.136], [-0.323, 4.066, -1.584], [0.332, 3.492, -3.647], [-6.039, 3.953, -1.201], [-6.224, 5.344, -1.991], [-6.229, 1.827, -2.721], [-7.141, 3.279, -2.982], [-7.285, 0.960, -4.645], [1.620, -3.635, 0.830], [2.073, -2.135, 1.986], [1.020, -1.898, 3.031], [-0.536, -1.003, 2.280], [2.231, -1.276, 1.341], [3.014, -2.415, 2.451], [1.387, -1.221, 3.798], [0.668, -2.814, 3.496], [5.032, -3.910, 3.599], [5.455, -5.800, 3.403], [4.613, -6.440, 2.332], [2.796, -6.760, 2.943], [5.322, -6.256, 4.378], [6.508, -5.833, 3.131], [5.007, -7.421, 2.074], [4.537, -5.835, 1.433], [-1.070, -9.920, 3.584], [-1.079, -10.009, 1.640], [-0.207, -8.941, 1.036], [-1.062, -7.197, 1.100], [-2.115, -9.935, 1.325], [-0.696, -10.997, 1.396], [-0.038, -9.138, -0.020], [0.748, -8.841, 1.541], [3.509, 0.553, 6.216], [4.304, 1.388, 4.647], [3.330, 2.304, 3.954], [2.015, 1.293, 2.936], [4.655, 0.584, 4.008], [5.157, 1.949, 5.020], [3.847, 2.924, 3.225], [2.777, 2.938, 4.639], [1.389, 1.633, -8.342], [-0.151, 2.038, -9.467], [-0.408, 3.519, -9.527], [-1.277, 4.162, -7.911], [-0.993, 1.476, -9.077], [0.112, 1.656, -10.451], [-1.103, 3.759, -10.328], [0.501, 4.096, -9.654], [-2.422, 5.421, -0.552], [-2.046, 4.646, 1.234], [-3.319, 4.191, 1.890], [-4.339, 5.694, 2.596], [-1.513, 5.391, 1.818], [-1.389, 3.796, 1.052], [-3.108, 3.561, 2.753], [-3.978, 3.659, 1.210], [5.545, -0.654, 1.385], [7.488, -0.624, 1.421], [8.019, -1.377, 2.610], [7.823, -0.349, 4.249], [7.789, 0.418, 1.410], [7.802, -1.099, 0.494], [9.089, -1.548, 2.502], [7.516, -2.325, 2.772], [2.709, -1.780, -2.540], [2.713, -1.855, -4.486], [3.586, -0.785, -5.080], [2.720, 0.959, -5.036], [1.681, -1.783, -4.813], [3.099, -2.843, -4.726], [3.767, -0.978, -6.135], [4.535, -0.683, -4.564], [1.261, -4.094, 5.858], [1.996, -5.313, 7.181], [1.481, -6.715, 6.989], [-0.345, -6.903, 7.633], [1.757, -4.901, 8.156], [3.074, -5.280, 7.031], [2.066, -7.419, 7.577], [1.482, -7.024, 5.949], [-7.377, 7.730, 4.460], [-6.770, 6.625, 5.940], [-7.144, 5.182, 5.742], [-9.031, 4.872, 6.110], [-7.188, 7.052, 6.845], [-5.688, 6.736, 5.954], [-6.609, 4.549, 6.447], [-6.959, 4.835, 4.731], [11.722, 0.479, 6.276], [11.821, -0.442, 4.568], [12.225, 0.490, 3.457], [10.745, 1.632, 2.916], [10.851, -0.901, 4.403], [12.571, -1.218, 4.704], [12.495, -0.072, 2.566], [13.044, 1.146, 3.731], [-10.056, -2.661, -3.763], [-10.996, -0.973, -3.987], [-10.091, 0.095, -4.536], [-8.889, 0.786, -3.169], [-11.415, -0.715, -3.020], [-11.801, -1.182, -4.687], [-10.668, 0.955, -4.867], [-9.467, -0.255, -5.354]], "homo_lumo_gap_ev": 7.0, "lumo_energy_ev": -0.994, "homo_energy_ev": -8.04, "relative_energy_kj_mol": 79.1, "spin_multiplicity": 1}

# 2
{"formula": "C35H62IN4O9PS", "method": "ωB97M-V with the def2-TZVPD basis set", "species": ["C", "C", "P", "C", "C", "N", "I", "C", "C", "C", "C", "S", "O", "O", "O", "C", "C", "C", "C", "C", "N", "C", "C", "C", "N", "O", "C", "N", "C", "C", "O", "C", "C", "C", "C", "C", "C", "C", "C", "H", "H", "H", "H", "H", "H", "H", "H", "H", "H", "H", "H", "H", "H", "H", "H", "H", "H", "H", "H", "H", "H", "H", "H", "H", "H", "H", "H", "H", "H", "H", "H", "H", "H", "H", "H", "H", "H", "H", "H", "H", "H", "C", "O", "C", "C", "O", "C", "H", "H", "H", "H", "H", "H", "H", "H", "H", "H", "C", "O", "C", "C", "O", "C", "H", "H", "H", "H", "H", "H", "H", "H", "H", "H"], "positions_angstrom": [[-5.549, -0.626, 1.740], [-4.512, -1.739, 1.968], [-2.832, -1.005, 2.146], [-2.749, 0.410, 0.952], [-3.236, 1.701, 1.666], [-1.574, -2.214, 1.850], [-2.313, -4.025, 2.481], [-0.197, -1.868, 2.392], [0.052, -0.372, 2.290], [1.413, 0.121, 2.809], [1.363, 1.650, 2.763], [2.862, 2.411, 3.351], [2.601, 3.755, 3.749], [3.465, 1.537, 4.304], [3.791, 2.446, 2.054], [-0.068, -2.333, 3.845], [-0.757, -1.638, 4.835], [-0.696, -2.021, 6.160], [0.057, -3.145, 6.464], [0.685, -3.791, 5.413], [0.653, -3.413, 4.141], [0.774, -2.650, 1.478], [2.243, -2.724, 1.953], [2.799, -4.161, 2.072], [3.479, -4.345, 3.375], [0.743, -1.980, 0.205], [0.688, -2.794, -0.934], [1.642, -3.911, -0.823], [1.157, -1.855, -2.101], [1.606, -0.541, -1.544], [2.760, -0.232, -1.439], [-0.667, -3.456, -1.188], [-1.845, -2.622, -1.630], [-1.868, -1.247, -1.817], [-3.006, -0.583, -2.285], [-4.174, -1.289, -2.536], [-4.191, -2.670, -2.314], [-5.483, -3.415, -2.556], [-3.036, -3.320, -1.885], [-6.536, -1.060, 1.866], [-5.485, -0.247, 0.725], [-5.435, 0.174, 2.465], [-4.596, -2.430, 1.128], [-4.771, -2.235, 2.892], [-1.773, 0.536, 0.508], [-3.456, 0.212, 0.150], [-2.547, 2.506, 1.432], [-4.223, 1.957, 1.305], [-3.272, 1.525, 2.738], [-0.017, -0.035, 1.260], [-0.695, 0.205, 2.833], [2.171, -0.167, 2.085], [1.655, -0.241, 3.800], [1.250, 1.932, 1.715], [0.503, 2.058, 3.284], [3.418, 1.911, 1.341], [-1.368, -0.787, 4.583], [-1.216, -1.475, 6.931], [0.158, -3.517, 7.470], [1.256, -4.683, 5.641], [0.418, -3.670, 1.379], [2.398, -2.299, 2.931], [2.862, -2.193, 1.232], [1.989, -4.881, 2.012], [3.550, -4.353, 1.313], [4.393, -4.752, 3.268], [2.915, -4.882, 4.011], [2.584, -3.543, -0.777], [1.537, -4.483, -1.648], [2.007, -2.278, -2.625], [0.379, -1.715, -2.850], [0.852, 0.200, -1.230], [-0.541, -4.271, -1.898], [-0.951, -3.932, -0.249], [-0.997, -0.651, -1.604], [-2.957, 0.484, -2.442], [-5.054, -0.764, -2.876], [-6.271, -2.893, -2.014], [-5.750, -3.358, -3.608], [-5.446, -4.436, -2.193], [-3.089, -4.392, -1.745], [-1.083, 1.013, -5.664], [-0.535, 1.396, -4.415], [0.867, 1.625, -4.456], [1.198, 3.099, -4.511], [0.775, 3.696, -5.726], [-0.432, 4.426, -5.601], [-2.166, 1.093, -5.588], [-0.735, 1.659, -6.473], [-0.822, -0.026, -5.893], [1.321, 1.092, -5.297], [1.282, 1.215, -3.531], [2.286, 3.209, -4.458], [0.763, 3.619, -3.653], [-0.256, 5.373, -5.080], [-1.197, 3.856, -5.070], [-0.791, 4.644, -6.606], [3.180, 6.124, 0.755], [2.409, 6.218, -0.434], [3.179, 6.532, -1.584], [3.465, 5.302, -2.417], [4.297, 4.380, -1.730], [3.566, 3.306, -1.168], [2.559, 5.656, 1.517], [4.076, 5.517, 0.609], [3.471, 7.121, 1.100], [4.113, 7.027, -1.302], [2.591, 7.234, -2.184], [3.995, 5.605, -3.326], [2.532, 4.819, -2.715], [3.257, 2.601, -1.947], [2.686, 3.663, -0.624], [4.224, 2.785, -0.473]], "homo_lumo_gap_ev": 7.2, "lumo_energy_ev": -0.258, "homo_energy_ev": -7.42, "spin_multiplicity": 1}

# 3
{"formula": "C35H63BrIrNOPS3Si2", "method": "ωB97M-V with the def2-TZVPD basis set", "species": ["Ir", "S", "C", "S", "S", "Br", "C", "C", "C", "C", "C", "C", "H", "H", "H", "H", "C", "C", "C", "C", "C", "C", "P", "C", "C", "C", "C", "C", "C", "C", "C", "C", "C", "C", "C", "H", "H", "H", "H", "H", "H", "H", "H", "H", "H", "H", "H", "H", "H", "H", "H", "H", "H", "H", "H", "H", "H", "H", "H", "H", "H", "H", "H", "H", "H", "H", "H", "H", "C", "Si", "C", "C", "C", "Si", "C", "C", "C", "H", "H", "H", "H", "H", "H", "H", "H", "H", "H", "H", "H", "H", "H", "H", "H", "H", "H", "H", "C", "N", "C", "C", "O", "H", "H", "H", "H", "H", "H", "H"], "positions_angstrom": [[0.279, -0.382, 0.123], [0.562, 2.415, 3.328], [-0.519, 1.868, 2.244], [-1.598, 3.042, 1.484], [-0.846, 0.130, 1.961], [-0.902, -0.400, -6.519], [-0.552, -0.312, -4.656], [-1.549, -0.666, -3.760], [-1.265, -0.632, -2.403], [-0.020, -0.226, -1.908], [0.937, 0.165, -2.848], [0.688, 0.112, -4.215], [-2.521, -0.977, -4.121], [-2.048, -0.926, -1.708], [1.903, 0.534, -2.526], [1.447, 0.407, -4.928], [3.692, -1.015, 5.027], [3.643, 0.194, 4.099], [3.355, -0.235, 2.649], [2.498, -1.514, 2.614], [1.526, -1.503, 3.794], [2.317, -1.702, 5.095], [1.734, -1.826, 0.979], [3.102, -1.988, -0.241], [3.717, -0.665, -0.709], [4.469, -0.891, -2.030], [5.096, -2.294, -2.097], [5.473, -2.769, -0.698], [4.210, -2.985, 0.153], [1.041, -3.547, 1.013], [-0.481, -3.547, 1.205], [-1.024, -4.973, 1.154], [-0.394, -5.887, 2.229], [0.772, -5.205, 2.944], [1.738, -4.584, 1.938], [4.018, -0.723, 6.027], [4.445, -1.719, 4.656], [4.585, 0.745, 4.135], [2.864, 0.881, 4.436], [4.296, -0.415, 2.127], [2.835, 0.572, 2.122], [3.163, -2.370, 2.754], [0.751, -2.265, 3.696], [1.015, -0.541, 3.808], [2.445, -2.769, 5.297], [1.737, -1.293, 5.926], [2.546, -2.398, -1.092], [4.396, -0.277, 0.050], [2.939, 0.093, -0.829], [5.252, -0.135, -2.129], [3.786, -0.753, -2.871], [5.966, -2.287, -2.755], [4.385, -3.004, -2.533], [6.116, -2.019, -0.229], [6.052, -3.693, -0.736], [4.469, -2.895, 1.211], [3.842, -4.004, 0.006], [1.208, -3.848, -0.025], [-0.928, -2.939, 0.416], [-0.759, -3.069, 2.149], [-0.828, -5.379, 0.156], [-2.110, -4.949, 1.266], [-0.025, -6.805, 1.764], [-1.145, -6.194, 2.958], [1.305, -5.932, 3.560], [0.400, -4.438, 3.628], [2.147, -5.387, 1.316], [2.591, -4.165, 2.468], [-4.171, 0.485, 0.648], [-3.744, 2.037, -0.303], [-4.702, 3.488, 0.392], [-4.266, 1.798, -2.092], [-1.885, 2.387, -0.243], [-0.930, 3.701, -1.241], [-1.078, 3.398, -3.084], [0.869, 3.585, -0.727], [-1.664, 5.393, -0.908], [-5.147, 0.122, 0.315], [-4.224, 0.667, 1.723], [-3.436, -0.305, 0.488], [-5.749, 3.193, 0.497], [-4.667, 4.356, -0.269], [-4.341, 3.793, 1.375], [-5.340, 1.973, -2.201], [-4.058, 0.782, -2.435], [-3.749, 2.480, -2.764], [-1.222, 1.538, -0.051], [-0.739, 2.397, -3.356], [-0.460, 4.122, -3.624], [-2.102, 3.515, -3.439], [1.081, 2.610, -0.277], [1.132, 4.346, 0.011], [1.522, 3.702, -1.595], [-2.678, 5.462, -1.309], [-1.060, 6.148, -1.419], [-1.695, 5.653, 0.150], [1.758, -5.368, -3.547], [0.347, -5.139, -3.320], [-0.587, -6.134, -3.795], [-0.065, -4.046, -2.643], [0.661, -3.191, -2.174], [1.929, -5.617, -4.596], [2.129, -6.189, -2.928], [2.302, -4.460, -3.298], [-0.533, -6.231, -4.882], [-1.600, -5.842, -3.522], [-0.376, -7.109, -3.350], [-1.164, -3.986, -2.559]], "homo_lumo_gap_ev": [6.6, 6.9], "lumo_energy_ev": [-0.594, -0.755], "homo_energy_ev": [-7.17, -7.66], "relative_energy_kj_mol": 92.1, "spin_multiplicity": 2}

# 4
{"formula": "C35H63N14O2", "method": "ωB97M-V with the def2-TZVPD basis set", "species": ["C", "C", "O", "C", "N", "C", "C", "C", "C", "N", "C", "N", "C", "C", "C", "C", "C", "C", "C", "O", "N", "H", "H", "H", "H", "H", "H", "H", "H", "H", "H", "H", "H", "H", "H", "H", "H", "H", "H", "H", "H", "H", "H", "H", "H", "H", "H", "H", "H", "H", "H", "H", "H", "H", "C", "C", "N", "H", "H", "H", "C", "C", "N", "H", "H", "H", "C", "C", "N", "H", "H", "H", "C", "C", "N", "H", "H", "H", "C", "C", "N", "H", "H", "H", "C", "C", "N", "H", "H", "H", "C", "C", "N", "H", "H", "H", "C", "C", "N", "H", "H", "H", "C", "C", "N", "H", "H", "H", "C", "C", "N", "H", "H", "H"], "positions_angstrom": [[-2.953, -4.405, -3.258], [-1.921, -3.237, -2.845], [-1.529, -3.540, -1.475], [-2.559, -1.787, -3.003], [-2.074, -1.098, -4.246], [-2.745, -1.506, -5.511], [-1.746, -2.378, -6.438], [-2.620, -3.533, -7.146], [-2.023, -3.915, -8.569], [-2.445, -5.240, -9.075], [-1.119, -0.189, -4.258], [-0.641, 0.529, -5.393], [-0.552, 1.995, -5.011], [0.547, 2.270, -3.914], [0.807, 0.859, -3.195], [1.355, 1.244, -1.730], [2.289, 0.123, -1.089], [1.505, -0.557, 0.134], [1.202, -2.077, -0.194], [2.409, -2.781, -0.537], [-0.483, 0.110, -2.973], [-2.590, -5.019, -4.129], [-3.984, -4.020, -3.504], [-3.085, -5.133, -2.394], [-1.018, -3.361, -3.525], [-2.319, -3.268, -0.963], [-3.670, -1.948, -3.191], [-2.493, -1.135, -2.089], [-3.032, -0.605, -6.147], [-3.715, -2.065, -5.340], [-0.891, -2.816, -5.831], [-1.311, -1.686, -7.227], [-3.704, -3.190, -7.186], [-2.608, -4.424, -6.443], [-2.314, -3.065, -9.272], [-0.887, -3.924, -8.571], [-1.872, -5.970, -8.652], [-3.443, -5.406, -8.946], [-1.286, 0.532, -6.187], [-0.348, 2.639, -5.910], [-1.585, 2.246, -4.601], [0.195, 3.012, -3.136], [1.511, 2.687, -4.338], [1.568, 0.232, -3.757], [2.000, 2.178, -1.838], [0.472, 1.546, -1.100], [2.708, -0.617, -1.825], [3.162, 0.676, -0.612], [2.082, -0.496, 1.122], [0.500, -0.063, 0.346], [0.779, -2.546, 0.743], [0.430, -2.140, -1.017], [2.205, -3.348, -1.307], [-0.157, -0.774, -2.542], [0.246, 6.312, -3.201], [-0.518, 5.755, -4.354], [-1.116, 5.326, -5.254], [-0.442, 6.597, -2.405], [0.941, 5.563, -2.821], [0.806, 7.192, -3.518], [0.333, -5.553, 1.351], [-0.179, -6.129, 2.627], [-0.578, -6.578, 3.621], [-0.246, -4.668, 1.086], [1.380, -5.271, 1.465], [0.248, -6.288, 0.550], [4.736, -6.016, -1.699], [3.778, -5.192, -2.489], [3.031, -4.550, -3.106], [4.401, -7.053, -1.676], [5.726, -5.970, -2.153], [4.794, -5.637, -0.678], [-3.387, 8.312, -5.861], [-2.573, 8.686, -4.670], [-1.942, 8.991, -3.737], [-3.211, 9.023, -6.668], [-3.110, 7.312, -6.198], [-4.446, 8.321, -5.603], [3.069, -3.297, 3.375], [2.306, -2.021, 3.332], [1.707, -1.024, 3.305], [4.102, -3.099, 3.662], [2.620, -3.971, 4.106], [3.059, -3.774, 2.394], [1.256, 1.452, 6.073], [2.072, 1.810, 7.268], [2.708, 2.088, 8.198], [1.420, 2.182, 5.280], [1.541, 0.463, 5.710], [0.198, 1.444, 6.336], [0.020, -2.390, 6.543], [1.449, -2.798, 6.663], [2.566, -3.118, 6.768], [-0.627, -3.216, 6.840], [-0.178, -1.534, 7.188], [-0.201, -2.117, 5.510], [-3.940, -2.000, 7.901], [-2.642, -1.359, 8.257], [-1.630, -0.860, 8.536], [-3.991, -2.160, 6.824], [-4.029, -2.961, 8.409], [-4.766, -1.357, 8.206], [4.012, 5.069, 10.207], [3.139, 6.272, 10.328], [2.459, 7.208, 10.422], [3.401, 4.184, 10.029], [4.704, 5.197, 9.374], [4.582, 4.931, 11.126], [1.181, 10.191, 9.736], [0.223, 11.011, 8.939], [-0.523, 11.650, 8.318], [0.852, 9.153, 9.757], [2.173, 10.240, 9.288], [1.232, 10.569, 10.757]], "homo_lumo_gap_ev": 8.9, "lumo_energy_ev": -2.616, "homo_energy_ev": -11.50, "total_charge": 1, "spin_multiplicity": 1}

Number 1: largest force on an atom 5.01 eV Å⁻¹, total energy -1756910.0616 eV. Number 2: largest force on an atom 2.54 eV Å⁻¹, total energy -89908.8984 eV. Number 3: largest force on an atom 1.55 eV Å⁻¹, total energy -171288.4914 eV. Number 4: largest force on an atom 3.59 eV Å⁻¹, total energy -62261.8329 eV.